(1)
Molecular formula: C3H5NO
Method: DFT, wB97M-V/def2-TZVPD

CARTESIAN COORDINATES (ANGSTROEM)
H: -1.706061 -0.946983 1.189343
C: 0.251536 -0.278050 -0.415257
O: -2.134102 -0.367516 0.535536
H: -1.491541 1.239766 -0.656438
C: -1.136946 0.413034 -0.049321
N: 0.026014 0.599738 0.662632
C: 1.522849 -0.614169 -0.574225
H: 2.330334 -0.181292 0.012929
H: 0.536787 1.483581 0.616642
H: 1.801131 -1.348108 -1.321841

Atomic forces in eV per Å
H -0.06 0.31 -0.26
C 0.23 1.51 1.43
O 0.38 0.73 -0.40
H -0.40 -0.50 -0.23
C 0.28 -1.83 -0.65
N 0.43 1.39 1.95
C -0.11 -1.54 -2.03
H -0.39 -0.10 0.20
H -0.56 -0.13 0.09
H 0.18 0.16 -0.09

The frontier orbital gap comes out at 9.8 eV. Its maximum force is 2.5 eV Å⁻¹. As for the SMILES: C=C1N[C@@H]1O. The LUMO energy comes out at 0.0325 Ha. As for the relative energy (zero: lowest compared OMol25 entry of this formula, charge and spin): 76.4 kcal per mole.

=====

(2)
Molecular formula: C5H5FOS
Method: DFT, wB97M-V/def2-TZVPD

CARTESIAN COORDINATES (ANGSTROEM)
F: -2.105279 -0.616200 1.313337
C: 0.508336 -0.934856 -1.122229
C: -0.017861 0.645545 0.659483
H: 0.803935 -1.315796 -2.094132
C: 1.043472 0.228988 -0.256921
H: -1.308181 -2.078789 -1.126756
C: -0.843380 -1.322694 -0.604050
H: 0.041909 2.894151 1.439480
S: -0.670154 2.279126 0.207801
H: 0.403877 0.859987 1.648976
C: -1.061699 -0.490056 0.421600
O: 1.484956 -1.067287 0.111574
H: 1.720069 0.917882 -0.598163

Atomic forces in eV per Å
F 1.14 0.38 -1.05
C 0.84 0.69 3.12
C -1.49 -0.19 0.03
H 0.66 0.38 0.31
C -1.37 -3.89 -0.99
H -1.61 -1.50 -0.19
C 2.31 3.13 0.70
H -1.71 -0.90 -2.83
S 1.27 1.63 2.76
H -0.50 -1.12 -0.05
C -1.21 -0.22 1.35
O -0.11 0.06 -2.38
H 1.78 1.53 -0.79

The frontier orbital gap comes out at 9.7 eV. Its maximum force is 4.2 eV Å⁻¹. As for the SMILES: FC1=C[C@@H]2O[C@@H]2[C@H]1S. The LUMO energy comes out at 0.0090 Ha. As for the relative energy (zero: lowest compared OMol25 entry of this formula, charge and spin): 70.7 kcal per mole.

=====

> Number 1 is which compound?

C3H5NO

=====

> maximum force of number 2 (C5H5FOS)?

4.2 eV Å⁻¹

=====

> The lowest maximum force belongs to which entry?

C3H5NO

=====

> The lowest frontier orbital gap belongs to which entry?

C5H5FOS